1.
Molecular formula: C35H36BrCrN5O4
Method: DFT, ωB97M-V/def2-TZVPD

Geometry as ORCA input:
```
! wB97M-V def2-TZVPD RIJCOSX def2/J DEFGRID3
* xyz 1 4
Cr 1.081 0.903 0.509
C 3.657 0.751 -1.240
N 2.350 0.085 -1.166
C 1.611 0.294 -2.427
C 1.408 1.734 -2.892
C 0.839 2.683 -1.831
N 0.026 2.020 -0.844
C -1.188 2.424 -0.707
C -2.070 2.034 0.343
C -3.449 2.261 0.189
C -4.334 1.933 1.181
C -3.848 1.434 2.393
C -2.503 1.264 2.602
C -1.550 1.541 1.591
O -0.294 1.374 1.794
C 2.555 -1.385 -1.025
C 2.077 -1.963 0.303
C 2.843 -1.400 1.489
N 2.543 0.010 1.655
C 3.377 0.666 2.396
C 3.408 2.068 2.614
C 4.290 2.603 3.573
C 4.345 3.951 3.821
C 3.516 4.820 3.107
C 2.692 4.345 2.122
C 2.634 2.966 1.819
O 1.960 2.573 0.800
H 4.182 0.494 -2.166
H 4.280 0.458 -0.397
H 3.527 1.828 -1.198
H 0.628 -0.160 -2.284
H 2.121 -0.242 -3.241
H 0.724 1.674 -3.741
H 2.336 2.166 -3.264
H 0.265 3.479 -2.321
H 1.664 3.156 -1.287
H -1.586 3.157 -1.413
H -3.796 2.676 -0.747
H -5.390 2.079 1.036
H -4.542 1.201 3.186
H -2.133 0.897 3.545
H 3.616 -1.624 -1.147
H 2.014 -1.909 -1.817
H 2.197 -3.047 0.268
H 1.020 -1.750 0.437
H 3.921 -1.541 1.326
H 2.573 -1.946 2.400
H 4.169 0.110 2.904
H 4.926 1.928 4.126
H 5.023 4.343 4.563
H 3.544 5.876 3.321
H 2.064 5.009 1.549
C 0.093 -1.350 3.854
O -0.222 -1.180 2.488
C -1.158 -2.006 1.952
C -1.800 -3.032 2.633
C -2.718 -3.831 1.962
Br -3.637 -5.179 2.929
C -2.961 -3.667 0.618
C -2.329 -2.635 -0.082
C -1.457 -1.785 0.598
O -0.862 -0.690 -0.060
C -2.603 -2.552 -1.501
N -3.411 -3.380 -2.111
C -3.389 -3.036 -3.429
C -4.067 -3.591 -4.511
C -3.862 -3.019 -5.747
C -2.984 -1.941 -5.922
C -2.294 -1.380 -4.866
C -2.517 -1.933 -3.614
N -2.029 -1.649 -2.367
H -0.792 -1.228 4.484
H 0.821 -0.576 4.083
H 0.532 -2.336 4.035
H -1.605 -3.225 3.674
H -3.633 -4.305 0.068
H -1.483 0.055 0.043
H -4.729 -4.428 -4.359
H -4.372 -3.421 -6.610
H -2.849 -1.535 -6.913
H -1.616 -0.551 -5.014
H -1.386 -0.913 -2.122
*
```

Computed properties:
Molar mass   722.60 g/mol
Kohn-Sham gap (alpha / beta)   7.21 / 7.15 eV

Löwdin atomic charge list, values in e, 4 entries: atom 1 (Cr): 0.993, atom 2 (C): -0.042, atom 3 (N): -0.241, atom 4 (C): -0.193

***

2.
Molecular formula: C35H36BrN4O
Method: DFT, ωB97M-V/def2-TZVPD

Geometry as ORCA input:
```
! wB97M-V def2-TZVPD RIJCOSX def2/J DEFGRID3
* xyz 1 1
C -2.182 2.075 4.291
N -1.822 1.278 3.147
C -1.737 -0.095 3.230
O -1.924 -0.760 4.245
C -1.386 -0.615 1.858
C -2.482 -1.477 1.215
C -3.781 -0.733 1.272
C -4.562 -0.778 2.432
C -5.758 -0.055 2.504
C -6.159 0.734 1.427
C -5.396 0.762 0.251
C -4.211 0.009 0.176
N -1.144 0.614 1.097
C -1.024 0.572 -0.242
C -1.109 1.693 -0.994
C -0.471 1.765 -2.319
C -0.495 3.103 -2.988
C 0.449 3.308 -3.982
C 0.868 4.628 -4.294
C 0.208 5.737 -3.726
C -0.841 5.532 -2.823
C -1.282 4.195 -2.517
C -1.478 1.839 1.838
C -0.390 2.879 1.934
C 0.858 2.591 2.411
C 1.947 3.539 2.496
C 3.185 3.128 3.066
C 4.289 3.985 3.070
C 4.174 5.288 2.557
C 2.937 5.725 2.048
C 1.840 4.866 2.025
H -2.326 1.386 5.136
H -1.387 2.803 4.516
H -3.114 2.629 4.085
H -0.427 -1.157 1.909
H -2.203 -1.729 0.187
H -2.521 -2.411 1.789
H -4.218 -1.352 3.289
H -6.366 -0.117 3.410
H -7.084 1.331 1.495
H -5.710 1.349 -0.613
H -3.616 0.028 -0.740
H -0.888 -0.420 -0.716
H -1.579 2.600 -0.570
H 0.547 1.220 -2.333
H 0.883 2.433 -4.450
H 1.685 4.785 -4.970
H 0.480 6.772 -4.035
H -1.337 6.401 -2.368
H -2.168 4.028 -1.912
H -2.370 2.351 1.428
H -0.667 3.885 1.601
H 1.056 1.581 2.785
H 3.257 2.133 3.494
H 5.245 3.640 3.467
H 5.035 5.959 2.554
H 2.838 6.744 1.660
H 0.872 5.214 1.638
C -3.551 -1.476 -7.195
N -2.888 -1.984 -5.979
C -2.783 -3.455 -5.863
C -2.341 -1.097 -5.066
C -2.944 0.200 -4.841
Br -4.693 0.714 -5.468
C -2.316 1.075 -3.996
N -1.191 0.736 -3.303
C -0.634 -0.497 -3.487
C -1.161 -1.428 -4.348
H -3.326 -0.402 -7.274
H -3.173 -2.005 -8.075
H -4.634 -1.617 -7.126
H -2.257 -3.686 -4.930
H -3.781 -3.913 -5.841
H -2.222 -3.894 -6.698
H -2.773 2.063 -3.894
H 0.272 -0.755 -2.953
H -0.671 -2.402 -4.544
*
```

Computed properties:
Molar mass   608.60 g/mol
Kohn-Sham gap   7.35 eV

Löwdin atomic charge list, values in e, 4 entries: atom 1 (C): -0.009, atom 2 (N): -0.034, atom 3 (C): -0.404, atom 4 (O): 0.071

***

3.
Molecular formula: C35H36Cl2KN3O4P2S
Method: DFT, ωB97M-V/def2-TZVPD

Geometry as ORCA input:
```
! wB97M-V def2-TZVPD RIJCOSX def2/J DEFGRID3
* xyz 0 1
K -0.471 1.621 2.480
C 3.356 -0.426 3.374
C 3.211 0.855 2.635
N 2.067 1.438 2.335
C 2.406 2.599 1.649
C 3.764 2.688 1.551
N 4.256 1.573 2.180
C 4.753 3.625 0.947
O 4.274 4.645 0.282
O 5.934 3.384 1.078
C 1.396 3.628 1.191
O 1.821 4.471 0.375
O 0.247 3.555 1.665
H 2.367 -0.803 3.619
H 3.917 -0.286 4.299
H 3.863 -1.187 2.779
H 5.244 1.392 2.268
H 3.247 4.635 0.319
Cl -2.042 3.345 4.464
C -0.939 2.846 5.767
Cl -0.174 1.248 5.490
H -1.514 2.774 6.688
H -0.144 3.582 5.832
C -0.173 -2.430 -5.206
S 1.538 -2.359 -4.668
C 1.316 -1.858 -2.941
C 1.613 -0.385 -2.697
C 1.408 0.064 -1.261
N 0.044 -0.216 -0.742
P -0.023 -0.967 0.839
C -1.454 -2.092 0.629
C -1.631 -2.886 -0.502
C -2.744 -3.697 -0.624
C -3.690 -3.736 0.398
C -3.512 -2.966 1.533
C -2.398 -2.142 1.642
C 1.275 -2.268 1.043
C 2.368 -2.642 0.271
C 3.252 -3.624 0.711
C 3.064 -4.252 1.926
C 1.972 -3.895 2.709
C 1.099 -2.919 2.271
P -0.724 1.395 -0.702
C -1.079 1.682 -2.456
C -0.643 2.901 -2.960
C -0.906 3.244 -4.281
C -1.603 2.371 -5.098
C -2.039 1.146 -4.598
C -1.775 0.802 -3.286
C -2.446 1.221 -0.063
C -3.383 0.234 -0.370
C -4.694 0.353 0.057
C -5.094 1.472 0.778
C -4.183 2.473 1.069
C -2.862 2.350 0.657
H -0.170 -2.689 -6.264
H -0.672 -1.470 -5.097
H -0.735 -3.195 -4.670
H 1.952 -2.504 -2.332
H 0.291 -2.080 -2.646
H 1.002 0.216 -3.376
H 2.652 -0.166 -2.961
H 1.610 1.142 -1.181
H 2.143 -0.392 -0.601
H -0.895 -2.854 -1.295
H -2.876 -4.304 -1.509
H -4.559 -4.371 0.302
H -4.244 -2.990 2.328
H -2.286 -1.512 2.519
H 2.559 -2.195 -0.691
H 4.088 -3.897 0.083
H 3.753 -5.012 2.264
H 1.800 -4.372 3.663
H 0.262 -2.656 2.907
H -0.089 3.580 -2.321
H -0.560 4.194 -4.666
H -1.810 2.639 -6.124
H -2.587 0.468 -5.239
H -2.106 -0.154 -2.899
H -3.084 -0.634 -0.940
H -5.405 -0.426 -0.179
H -6.122 1.562 1.102
H -4.493 3.353 1.616
H -2.150 3.146 0.860
*
```

Computed properties:
Energy above the lowest of the compared OMol25 structures with the same formula, charge and spin   30.6 kcal/mol
Molar mass   766.71 g/mol
Kohn-Sham gap   7.99 eV

Löwdin atomic charge list, values in e, 4 entries: atom 1 (K): 0.517, atom 2 (C): 0.004, atom 3 (C): -0.364, atom 4 (N): 0.072